[1]
20
Properties=species:S:1:pos:R:3:forces:R:3 method="wB97M-V/def2-TZVPD" spin_multiplicity=3 lumo_energy_ev="0.6 / -2.9" s_squared=2.029 e_tot_ev=-25758.54377 gap_ev="5.946 / 6.462" homo_ev="-5.3 / -9.4"
C -2.58654 1.02722 0.71895 3.241 1.854 1.314
C -1.19653 0.72309 0.88449 -4.794 4.221 0.846
C -3.24208 0.13976 -0.07337 -2.338 0.300 0.221
C -0.87660 -0.39550 0.13985 2.608 -3.443 -1.337
C 2.58170 -1.24523 0.16972 -1.770 0.965 -0.197
C 1.97850 -2.44479 0.33875 -0.916 0.881 -0.195
C 1.58382 1.04350 -0.33890 1.795 1.150 0.183
C 0.40293 -1.04749 0.06217 -1.829 1.050 0.409
N 1.57512 -0.31972 -0.02430 -1.801 -1.263 0.192
N 0.61157 -2.32309 0.28090 0.664 -0.626 -0.321
N 0.70317 1.43365 -1.31365 1.638 2.056 0.792
O 2.41681 1.76809 0.17700 -0.731 -0.270 -0.533
S -2.25528 -1.01986 -0.68713 0.537 -3.760 -2.192
H -3.11889 1.95215 0.94347 0.542 -0.199 0.720
H -0.53145 1.46206 1.22271 0.881 0.555 0.710
H -4.30909 0.12369 -0.19386 -0.147 -0.061 -0.265
H 3.48315 -0.81016 0.00150 3.029 0.205 -0.015
H 2.42863 -3.36435 0.49929 0.746 -1.467 0.239
H -0.05806 0.89270 -1.51060 -2.023 -2.139 -0.691
H 0.40912 2.40427 -1.29697 0.667 -0.010 0.118



[2]
21
Properties=species:S:1:pos:R:3:forces:R:3 method="wB97M-V/def2-TZVPD" total_charge=+1 relative_energy_ev=3.685 spin_multiplicity=2 lumo_energy_ev="-2.9 / -9.0" s_squared=0.755 e_tot_ev=-10865.41583 gap_ev="10.310 / 4.132" homo_ev="-13.2 / -13.1"
C 0.41173 -1.37614 1.05414 -3.130 1.488 -0.606
N -0.86504 -1.88910 1.58453 0.725 -0.568 0.075
C 0.21505 -0.41108 -0.24912 1.400 -2.083 1.282
C -0.88987 -0.70804 -1.23922 -1.214 -0.755 -2.419
O -1.00245 -2.01332 -1.74592 0.465 -0.320 0.579
N -0.13982 0.98133 0.07919 4.605 -1.262 1.522
C 0.99547 1.77463 -0.42666 -1.126 4.279 0.742
N 1.05615 3.09377 0.25361 -1.198 -1.009 -0.616
H 0.72804 -0.76269 1.85409 0.911 1.271 0.675
H 1.20946 -2.04931 0.93745 0.577 -1.357 -0.718
H -1.64705 -1.55342 1.09123 -1.002 0.851 -0.559
H -1.03512 -2.87995 1.61108 0.737 -0.425 0.012
H 1.20246 -0.56937 -0.77758 -1.067 0.949 0.345
H -1.85600 -0.38942 -0.79019 0.475 0.230 -0.750
H -0.55147 -0.16676 -2.20515 -1.079 0.010 1.689
H -1.69632 -2.54206 -1.32934 0.153 0.273 0.086
H -0.14052 1.08069 1.14018 -1.080 -0.031 -1.383
H 2.01134 1.42784 -0.17830 -0.323 -1.192 -0.239
H 0.88420 2.00949 -1.50704 0.279 -0.638 0.465
H 0.58384 3.80259 -0.27536 0.315 0.698 -0.777
H 0.52592 3.14031 1.11838 0.579 -0.410 0.592



[3]
78
Properties=species:S:1:pos:R:3:forces:R:3 method="wB97M-V/def2-TZVPD" total_charge=+3 lumo_energy_ev="-10.3 / -10.3" e_tot_ev=-488998.77632 gap_ev="4.683 / 4.682" homo_ev="-15.0 / -15.0"
W 0.35953 -0.02696 1.02035 0.849 1.098 1.235
Br -0.61525 0.45203 3.45945 0.063 -0.323 0.076
C 0.88330 1.34702 4.18669 -0.042 -0.029 -0.061
C 1.13410 1.35481 5.52317 -0.061 0.104 0.031
C 2.22268 2.13370 5.96298 0.007 0.004 -0.007
C 2.95251 2.85814 5.06054 0.000 -0.002 0.007
C 2.67544 2.81610 3.67206 -0.030 -0.024 0.001
C 3.44477 3.53913 2.73481 0.011 -0.018 0.009
C 3.16323 3.43252 1.40404 -0.037 0.030 -0.031
C 2.14047 2.58080 0.94339 -0.197 0.231 -0.041
C 1.34791 1.85520 1.80754 0.075 -0.639 0.058
C 1.61579 2.00102 3.19805 -0.020 0.214 -0.023
H 0.51142 0.82016 6.22732 0.020 -0.032 -0.005
H 2.46403 2.15884 7.01606 -0.015 0.027 0.006
H 3.77318 3.47637 5.40114 0.015 -0.013 0.002
H 4.25359 4.16699 3.08569 0.012 -0.002 -0.003
H 3.74207 3.98383 0.67505 -0.003 0.009 0.001
H 1.98727 2.52391 -0.12214 0.028 -0.027 0.003
C 0.24008 -1.65304 -5.86696 0.024 -0.034 0.000
N 0.12632 -2.87109 -4.92497 -0.018 0.052 0.008
C -1.35437 -3.28232 -4.86004 0.024 -0.032 0.010
N -2.16749 -2.18873 -4.46727 -0.072 0.018 -0.052
C -2.00125 -1.07151 -5.39865 0.056 -0.013 0.026
N -0.61604 -0.60983 -5.43883 -0.030 0.032 -0.052
C -0.19051 0.01267 -4.18273 0.015 -0.043 -0.007
P -0.24449 -1.14755 -2.72691 -0.101 0.018 -0.074
C 0.65774 -2.55060 -3.55926 0.048 0.004 0.035
C -1.96552 -1.77338 -3.07711 0.048 0.051 -0.042
H -0.04472 -2.01416 -6.85525 0.000 0.006 0.001
H 1.28686 -1.35154 -5.86730 -0.005 0.009 0.003
H 0.66601 -3.64071 -5.32473 -0.015 -0.008 -0.003
H -1.42134 -4.11253 -4.15738 -0.005 0.002 -0.003
H -1.61681 -3.62137 -5.86221 -0.004 0.001 0.004
H -2.64712 -0.24999 -5.09498 -0.001 -0.002 -0.006
H -2.29493 -1.39754 -6.39712 -0.008 0.010 0.000
H -0.84467 0.86040 -3.96978 0.021 0.011 0.003
H 0.81873 0.41303 -4.29813 -0.002 0.000 -0.002
H 0.59066 -3.45228 -2.94875 -0.010 -0.001 -0.012
H 1.71424 -2.29806 -3.66223 -0.005 0.001 0.003
H -2.65990 -0.95360 -2.87239 -0.013 -0.053 0.077
H -2.22513 -2.59132 -2.40007 0.037 -0.016 -0.023
Se -5.63114 -2.02940 0.32484 0.214 0.225 -0.057
Sb -4.45516 -0.12339 1.39240 -0.617 -0.119 0.229
Se -5.91079 0.27042 -0.56704 0.343 -0.162 0.066
Se -4.61503 0.68111 3.56354 0.222 0.051 0.123
Se -1.91169 -0.12225 0.51323 -0.032 -0.014 -1.062
S -0.99697 2.68713 -0.28564 -0.181 -0.039 0.019
C -0.63829 4.34507 -0.21142 0.052 0.043 -0.127
N -1.40949 5.22711 0.39043 -0.059 0.021 -0.153
C -0.95471 6.61735 0.45510 0.011 0.010 0.050
C 0.14980 6.76151 -0.59482 0.013 -0.014 0.002
S 0.74453 5.07024 -0.94050 0.035 0.006 0.040
H -2.26660 4.92504 0.83032 0.037 -0.005 0.051
H -0.58092 6.82200 1.45961 0.003 -0.007 -0.004
H -1.78741 7.28709 0.25091 0.015 0.014 0.003
H 0.97773 7.36270 -0.23085 -0.009 0.023 -0.013
H -0.21715 7.18436 -1.52689 -0.005 -0.009 0.000
C -0.80768 -4.53320 0.43383 0.106 0.001 -0.075
O -0.86878 -3.10226 0.67507 -0.062 -0.039 0.167
P -0.23733 -2.38319 1.93661 -0.167 -0.139 -0.501
O 0.78431 -3.42293 2.47048 0.034 0.165 0.058
C 2.12772 -3.44365 3.01255 -0.027 -0.054 0.119
O -1.38618 -2.29261 3.01343 -0.006 0.094 -0.093
C -2.23949 -3.40949 3.38009 0.087 -0.037 0.055
H -0.62365 -5.08734 1.34952 -0.017 0.005 0.008
H -0.00366 -4.73010 -0.27165 0.011 0.010 0.012
H -1.76841 -4.81565 0.01186 0.007 0.013 -0.013
H 2.31476 -4.48259 3.26333 -0.009 0.010 0.039
H 2.17965 -2.82203 3.90130 0.018 0.037 -0.030
H 2.83209 -3.11642 2.25759 0.001 -0.028 0.002
H -1.69041 -4.09477 4.02145 0.002 -0.009 -0.014
H -2.59369 -3.91823 2.48497 -0.016 0.011 0.003
H -3.07556 -2.97939 3.92270 0.015 -0.003 0.022
O 2.17347 -0.63480 1.98682 0.089 0.268 -0.661
Se 2.77197 -0.91582 0.41594 -1.351 -0.077 0.183
O 1.76539 0.32901 -0.35111 -0.166 -0.547 0.804
O 1.67397 -2.07284 0.02261 -0.062 -0.350 -0.099
O 4.31240 -0.96634 0.19630 0.815 0.024 -0.303



[4]
41
Properties=species:S:1:pos:R:3:forces:R:3 method="wB97M-V/def2-TZVPD" total_charge=+3 spin_multiplicity=2 lumo_energy_ev="-13.2 / -12.2" s_squared=0.800 e_tot_ev=-172172.69552 gap_ev="5.126 / 6.120" homo_ev="-18.3 / -18.3"
V -0.38846 0.45798 0.10623 -0.126 -0.299 0.266
F -3.09423 3.94758 -1.57351 -0.009 0.028 0.031
C -2.59094 3.32893 -2.59419 0.175 -0.139 0.089
F -3.40900 2.48924 -3.14331 -0.041 -0.034 -0.003
F -2.00192 4.10830 -3.43567 -0.005 0.021 -0.033
S -1.14469 2.18541 -1.84676 -0.141 0.060 0.198
O -1.38134 2.01206 -0.29660 0.267 -0.193 -0.199
O -1.11671 0.82676 -2.34248 -0.071 -0.009 -0.069
N 0.16655 3.01541 -2.01492 -0.011 0.069 0.148
S 1.33470 2.67709 -1.01556 0.033 -0.657 -0.075
O 1.15113 1.10587 -0.69019 0.135 0.685 -0.024
O 1.45271 3.42528 0.17596 -0.016 0.084 0.033
C 2.95780 2.76782 -2.06920 -0.222 -0.045 -0.032
F 3.07795 1.62457 -2.69289 -0.008 0.025 -0.003
F 2.78305 3.76556 -2.87926 0.055 -0.014 0.003
F 3.90926 2.96827 -1.20779 0.015 -0.042 0.008
C 3.62084 -2.68840 1.88102 -0.037 0.006 0.039
C 2.80749 -1.58460 2.43398 0.033 -0.013 -0.097
N 2.97581 -0.98959 3.57519 0.066 0.005 0.061
N 2.00963 -0.04569 3.66071 -0.093 -0.064 -0.085
C 1.22694 -0.03444 2.60183 0.052 0.137 0.064
S -0.13122 0.99106 2.25703 -0.012 0.036 -0.250
N 1.71879 -0.99057 1.79260 -0.060 -0.008 0.127
N 1.10295 -1.28285 0.56311 -0.030 0.151 0.090
H 4.38577 -2.94581 2.61089 0.008 0.003 -0.011
H 4.11282 -2.38732 0.95416 0.008 -0.020 -0.010
H 3.00755 -3.57298 1.69862 0.017 -0.008 -0.022
H 1.96361 0.54870 4.48422 -0.005 -0.019 0.006
H 1.82335 -1.31538 -0.16180 0.002 0.017 0.010
H 0.67247 -2.20664 0.63347 0.006 -0.003 -0.052
Br -5.26109 -1.84076 1.95442 0.015 -0.001 -0.022
C -3.85419 -1.88344 0.73929 0.147 0.081 -0.022
C -3.84719 -2.75445 -0.35159 -0.118 -0.014 0.065
C -2.77036 -2.75230 -1.22703 0.133 0.007 0.021
C -1.72134 -1.88881 -0.99982 -0.031 -0.071 -0.272
N -1.72550 -1.04059 0.04925 0.014 0.296 -0.049
C -2.77401 -1.03317 0.90785 -0.107 -0.021 0.079
H -4.68404 -3.42431 -0.50971 0.010 -0.002 -0.007
H -2.74787 -3.41326 -2.08260 0.013 -0.002 0.001
H -0.87946 -1.83203 -1.68120 -0.018 -0.015 -0.013
H -2.73763 -0.33848 1.73627 -0.041 -0.019 0.007



[5]
57
Properties=species:S:1:pos:R:3:forces:R:3 method="wB97M-V/def2-TZVPD" total_charge=-1 relative_energy_ev=0.344 spin_multiplicity=4 lumo_energy_ev="1.9 / 2.2" s_squared=3.904 e_tot_ev=-257514.91524 gap_ev="7.199 / 7.462" homo_ev="-5.3 / -5.3"
Mn -0.36381 -0.26611 -0.74859 0.465 0.354 -1.207
S -3.48062 0.18209 2.47262 0.149 0.007 0.073
Sb -1.61038 1.33719 2.87664 -0.204 0.099 -0.374
S -0.15766 1.49277 0.70475 0.316 0.128 0.591
S -1.57731 3.00492 0.97272 -0.014 -0.108 0.130
C 3.44667 3.54156 -1.67964 0.027 -0.064 -0.034
N 3.83008 2.16393 -1.41006 0.026 0.024 0.049
C 3.87988 1.94141 0.03531 0.046 0.004 -0.118
C 2.89414 1.25619 -2.05903 0.517 -0.113 -0.244
C 3.34183 -0.19011 -2.08343 -0.033 -0.012 0.039
C 4.68776 -0.51903 -1.99105 0.042 0.015 -0.064
C 5.10892 -1.84138 -2.00507 0.021 0.023 0.008
C 4.18113 -2.86522 -2.11839 -0.031 -0.046 0.008
C 2.83543 -2.56128 -2.23051 0.024 -0.032 -0.049
C 2.40810 -1.23314 -2.21840 -0.055 0.075 -0.043
H 4.17401 4.22007 -1.22840 -0.038 -0.040 -0.006
H 2.45013 3.78435 -1.27515 0.005 0.009 -0.001
H 3.43227 3.72090 -2.75700 0.008 -0.006 0.031
H 4.62391 2.60899 0.47604 -0.030 -0.011 -0.031
H 4.16183 0.91432 0.25994 -0.001 0.047 -0.061
H 2.90906 2.13456 0.51497 -0.037 0.006 -0.001
H 2.76075 1.59154 -3.09264 0.013 0.017 -0.030
H 1.91441 1.32367 -1.60384 -0.629 0.015 0.324
H 5.40653 0.28703 -1.89890 -0.051 -0.027 0.027
H 6.16480 -2.07327 -1.91482 -0.064 0.030 -0.002
H 4.49867 -3.90150 -2.10516 -0.015 0.059 -0.010
H 2.09773 -3.34935 -2.30388 0.004 0.015 0.004
C -0.14159 0.67002 -5.45960 0.142 0.288 -0.218
Si -0.98297 -0.66587 -4.48274 -0.002 -0.002 -0.004
C -0.66311 -2.32592 -5.25466 0.023 -0.336 -0.152
C -2.80769 -0.35340 -4.42422 -0.319 0.049 0.059
C -0.12522 -0.73066 -2.84578 -0.369 0.048 0.075
C 0.98827 -0.95114 -2.34680 0.588 0.133 0.723
H -0.65333 0.82840 -6.41840 0.106 -0.013 0.132
H 0.90381 0.41000 -5.66324 -0.127 0.049 0.031
H -0.16285 1.61341 -4.90183 0.008 -0.126 -0.112
H -1.05786 -2.35804 -6.27880 0.071 -0.026 0.150
H -1.14611 -3.12248 -4.67575 0.079 0.093 -0.098
H 0.41180 -2.53522 -5.28933 -0.126 -0.001 -0.006
H -3.26048 -0.68136 -5.36853 0.056 0.056 0.114
H -3.02028 0.71234 -4.29285 -0.029 -0.162 -0.042
H -3.28948 -0.89849 -3.60536 0.016 0.058 -0.152
Cl 0.36301 -1.58365 2.94875 -0.009 0.107 -0.288
Ge 1.04865 -1.55989 0.80670 0.254 -0.321 0.788
Cl 3.20251 -1.40208 1.22248 0.000 -0.013 -0.063
Cl 0.87267 -3.74223 0.45448 -0.038 -0.037 -0.140
Cl -1.39969 2.86422 -2.54460 -0.080 0.001 0.073
C -2.54648 1.72209 -1.89672 0.021 0.227 -0.184
C -2.06064 0.54505 -1.38427 -0.175 -0.218 0.180
C -2.99843 -0.37877 -0.97645 0.039 -0.108 0.041
Cl -2.27791 -1.87092 -0.37906 -0.512 -0.245 0.108
C -4.36263 -0.19482 -1.02836 -0.128 -0.083 0.015
Cl -5.43857 -1.43300 -0.51426 0.002 0.052 -0.003
C -4.82760 1.02259 -1.52333 -0.014 0.097 -0.038
Cl -6.52651 1.32216 -1.60208 0.107 0.006 -0.006
C -3.91414 1.98275 -1.96332 -0.050 0.048 -0.015
Cl -4.48196 3.48381 -2.60255 0.005 -0.090 0.026



[6]
56
Properties=species:S:1:pos:R:3:forces:R:3 method="wB97M-V/def2-TZVPD" total_charge=-1 relative_energy_ev=3.029 lumo_energy_ev=2.1 e_tot_ev=-30341.50100 gap_ev=5.685 homo_ev=-3.6
N 2.69163 -0.70413 1.04898 0.237 0.511 -1.170
C 2.56736 -1.53131 -0.21309 -0.633 -0.690 -0.192
C 2.10503 -3.05725 0.29245 1.328 0.720 0.230
C 3.38223 -4.03597 -0.03514 -1.005 0.569 0.937
N 3.40675 -4.27355 -1.52871 -0.075 1.301 0.124
C 3.28657 -5.38906 0.88504 -1.124 -4.365 2.666
O 4.35390 -5.74335 1.63494 -4.575 2.122 -3.632
O 2.02562 -6.15420 0.91136 6.122 4.403 -0.607
H 2.25029 0.23832 0.95925 0.981 -1.182 0.157
H 3.67160 -0.65820 1.41099 -1.393 0.182 -0.646
H 1.75530 -1.07976 -0.95353 1.692 -0.737 1.816
H 3.56946 -1.58665 -0.84738 -1.942 0.047 1.356
H 1.10838 -3.34620 -0.24897 1.982 0.057 1.104
H 1.96843 -3.01875 1.47680 0.040 -0.007 -2.762
H 4.35729 -3.41286 0.24621 -1.975 -1.586 -0.256
H 2.51080 -3.86510 -1.93167 1.725 -0.716 0.592
H 4.21818 -3.71372 -1.89605 -1.377 -0.782 0.251
C -0.92083 1.38264 -4.02930 0.153 0.381 -0.560
C -1.46398 0.03155 -3.64165 -0.529 -0.280 0.049
C -0.34447 -0.52784 -2.79111 0.373 -0.254 0.197
O 0.29734 0.58929 -2.16085 -0.268 -0.020 -0.308
C -0.17444 1.79437 -2.77924 0.043 0.243 0.534
H -1.69263 2.09957 -4.32053 0.113 -0.047 0.111
H -0.21928 1.27476 -4.86507 -0.057 0.023 0.060
H -2.36828 0.15583 -3.03429 0.121 -0.091 -0.158
H -1.71019 -0.60501 -4.49529 0.038 0.025 0.109
H 0.40360 -1.04005 -3.40545 -0.066 -0.108 -0.013
H -0.70522 -1.22370 -2.02816 0.148 0.085 -0.001
H -0.83909 2.29661 -2.06788 0.145 0.047 -0.226
H 0.67070 2.45446 -2.99305 0.028 -0.112 0.076
C -4.86178 2.48785 -0.92897 -0.141 0.076 0.627
C -5.33273 3.00367 -2.26421 -0.432 -0.161 -0.470
C -4.11697 3.75584 -2.76000 0.316 0.302 -0.072
O -2.96739 3.09625 -2.21180 -0.568 0.080 0.044
C -3.40787 2.17359 -1.20586 0.342 -0.282 0.008
H -5.42387 1.62243 -0.56900 0.104 0.090 -0.027
H -4.93580 3.28248 -0.17703 0.000 -0.119 -0.038
H -5.54880 2.16127 -2.93186 -0.011 0.112 0.041
H -6.22643 3.62987 -2.20352 0.106 -0.050 -0.036
H -4.11379 4.78927 -2.39754 -0.075 0.041 -0.071
H -4.04836 3.76872 -3.85160 0.116 -0.003 0.089
H -3.29051 1.16104 -1.60710 -0.048 0.029 0.197
H -2.78029 2.27116 -0.31573 0.040 0.006 -0.163
C 1.37773 -0.27286 5.78700 0.359 -0.241 0.438
C 0.63636 1.01873 5.55698 -0.595 0.265 0.135
C 1.38829 1.61128 4.38518 0.344 0.018 -0.346
O 1.88825 0.51130 3.61239 -0.210 0.368 0.542
C 1.72852 -0.69217 4.37619 -0.017 -0.382 -0.482
H 0.79368 -1.02551 6.32261 0.088 0.053 -0.085
H 2.29355 -0.07853 6.35783 -0.090 -0.057 -0.018
H -0.39919 0.80523 5.26694 0.086 0.060 0.040
H 0.61840 1.67698 6.42927 -0.009 -0.022 -0.091
H 2.24749 2.20121 4.72153 -0.040 0.128 0.064
H 0.75462 2.24437 3.75738 0.099 -0.064 -0.051
H 0.91738 -1.27113 3.92134 0.116 -0.081 0.035
H 2.64747 -1.28300 4.32996 -0.128 0.098 -0.147



[7]
7
Properties=species:S:1:pos:R:3:forces:R:3 method="wB97M-V/def2-TZVPD" relative_energy_ev=1.681 lumo_energy_ev="-3.1 / -4.0" e_tot_ev=-146172.19455 gap_ev="8.524 / 6.173" homo_ev="-11.7 / -10.2"
C 0.32290 -0.29868 -1.23169 -0.532 -1.552 -2.612
C 0.41345 -0.55109 1.16500 0.908 0.207 1.450
C 0.50994 0.26044 0.00638 0.237 0.933 0.741
N 0.15851 -0.84107 -2.26225 0.304 1.053 1.729
N 0.53635 -1.12224 2.18058 -0.512 0.756 -1.695
Br 1.11828 2.09525 -0.00456 -0.487 -1.402 0.386
Br -3.05942 0.45739 0.14653 0.083 0.003 0.001